[1]
ORCA calculation (ωB97M-V/def2-TZVPD) on a molecular structure, C24H44N7OSTeV.

## Properties
Largest force on an atom   0.95 eV/A
Orbital gap (spin up / spin down)   0.2589 / 0.2381 Ha
Calculated total energy   -3009.4874 a.u.
Spin multiplicity   2
Highest occupied orbital energy (spin up / spin down)   -0.3307 / -0.3111 hartree
Energy above the lowest of the compared OMol25 structures with the same formula, charge and spin   10.0 kcal per mole
Charge   +1

Last column: Mulliken spin population.
CARTESIAN COORDINATES (ANGSTROEM)
H  1.912  -0.141  0.370  0.002
H  1.584  -2.541  -2.959  0.000
C  1.162  -1.606  -2.587  0.009
C  1.749  1.176  -1.155  0.003
H  8.625  -2.399  3.473  0.000
H  4.380  -1.219  1.266  0.000
H  -2.871  -0.177  1.276  0.002
C  7.858  -0.690  4.526  0.000
O  -0.638  -2.304  3.747  0.015
C  7.775  -1.747  3.626  0.000
H  2.949  -1.299  -1.469  0.001
H  -3.276  3.999  3.709  0.000
C  -2.573  -1.706  -1.601  0.014
H  3.835  -2.380  2.489  0.000
N  -0.710  1.591  -1.261  -0.005
C  -1.572  0.776  4.277  0.000
C  -1.725  2.951  5.428  0.000
C  4.395  0.839  4.238  0.000
H  -2.214  0.499  5.111  0.000
H  0.433  4.594  1.874  0.000
C  -3.341  -1.314  -0.347  -0.005
H  2.647  1.122  -1.780  0.000
H  -3.071  5.200  2.434  0.000
N  -0.403  -1.540  1.506  -0.029
C  0.580  1.676  -2.002  0.012
C  1.874  -1.343  -1.263  0.000
H  -3.716  0.790  -2.195  0.001
H  -3.265  -2.114  0.390  0.000
C  -2.606  4.760  3.319  0.000
C  -0.522  -1.930  2.633  0.033
H  -1.236  2.358  6.200  0.000
H  -2.771  -1.006  -2.413  -0.004
H  1.951  1.877  -0.345  0.000
H  6.541  -2.789  2.226  0.000
C  -0.379  -1.703  -2.657  0.014
H  -3.002  1.952  0.536  -0.001
C  5.579  -0.078  4.015  0.000
H  4.076  0.838  5.277  0.000
C  6.603  -1.964  2.925  0.000
H  0.768  2.702  -2.331  0.000
C  -0.587  4.954  1.956  0.001
H  -1.949  0.318  3.366  0.002
V  -0.627  -0.145  0.058  1.014
H  -1.814  2.961  -2.417  -0.003
H  -1.222  3.913  5.362  0.000
H  1.482  -0.851  -3.309  0.001
C  -3.266  1.570  -1.581  0.021
H  -0.659  -2.596  -3.223  -0.001
N  -1.330  4.165  2.924  0.000
N  -1.108  -1.674  -1.369  -0.034
H  -0.582  5.987  2.304  0.000
S  -0.231  1.940  1.906  -0.009
C  -1.120  2.830  3.048  0.000
H  -4.400  -1.195  -0.596  0.001
H  -2.766  3.104  5.714  0.000
H  0.469  1.069  -2.902  -0.003
C  -3.434  1.187  -0.115  -0.009
H  6.828  0.958  5.420  0.000
H  1.713  -2.168  -0.566  -0.001
N  1.446  -0.130  -0.535  -0.013
H  -0.850  -2.482  -0.802  0.000
C  4.222  -1.375  2.332  0.000
C  5.497  -1.135  3.114  0.000
H  -4.506  1.137  0.098  0.001
H  -1.054  4.921  0.966  0.000
H  -0.562  0.399  4.450  0.000
N  -1.588  2.234  4.158  0.001
N  -2.783  -0.086  0.269  -0.017
H  -0.676  2.279  -0.505  -0.007
H  -1.708  1.344  -3.062  -0.006
C  6.766  0.136  4.717  0.000
H  4.614  1.860  3.934  0.000
H  8.771  -0.516  5.079  0.000
H  -2.903  -2.689  -1.952  0.003
H  -2.478  5.541  4.068  0.000
H  -0.770  -0.856  -3.226  -0.004
C  -1.864  1.905  -2.139  0.002
H  -3.903  2.443  -1.737  0.001
Te  2.814  0.049  3.058  0.001

=====

[2]
ORCA calculation (ωB97M-V/def2-TZVPD) on ClPS2 in the gas phase.

## Properties
Largest force on an atom   3.59 eV/A
Orbital gap (spin up / spin down)   0.2346 / 0.2068 Ha
Calculated total energy   -1597.8480 a.u.
Spin multiplicity   3
Highest occupied orbital energy (spin up / spin down)   -0.2615 / -0.3563 hartree

Last column: Mulliken spin population.
CARTESIAN COORDINATES (ANGSTROEM)
P  0.005  -0.236  -0.027  0.527
S  0.988  -0.850  -1.625  0.331
Cl  -0.213  1.714  -0.071  0.130
S  -0.779  -0.627  1.723  1.012

=====

[3]
ORCA calculation (ωB97M-V/def2-TZVPD) on C35H30N4O4 in the gas phase.

## Properties
Largest force on an atom   0.80 eV/A
Orbital gap   0.2830 Ha
Calculated total energy   -1871.8118 a.u.
Spin multiplicity   1
SMILES   CO[C@@H]1[C@H](N(C)C(=O)c2ccccc2)C[C@H]2O[C@]1(C)n1c3ccccc3c3c4c(c5c6ccccc6n2c5c31)C(=O)NC4
Highest occupied orbital energy   -0.2684 hartree

Last column: Löwdin charge in e.
CARTESIAN COORDINATES (ANGSTROEM)
H  -2.430  4.121  -4.357  0.132
C  -5.454  -0.640  -1.445  0.000
H  3.191  -6.246  4.083  0.104
H  2.950  -0.438  3.358  0.092
H  3.456  -2.131  3.305  0.092
H  0.187  4.249  -4.090  0.103
N  -0.062  2.111  -0.220  0.102
C  0.193  1.696  1.149  -0.371
C  2.049  3.371  -0.786  -0.023
C  2.896  -3.790  1.778  -0.167
O  1.350  -2.861  0.261  0.100
H  1.692  -4.399  3.443  0.120
C  -4.259  1.645  -3.918  -0.425
H  -1.623  2.737  -5.131  0.131
C  -3.665  -0.526  0.198  -0.142
C  -2.411  3.026  -4.423  -0.121
C  -1.155  2.510  -2.186  -0.033
C  0.699  4.016  -3.170  -0.016
H  -0.259  -1.119  0.124  0.130
C  3.036  0.007  -0.382  -0.064
C  0.756  2.909  -0.998  -0.132
N  1.775  -1.671  2.151  -0.039
H  0.486  -0.285  2.939  0.164
C  0.094  3.208  -2.215  -0.083
C  2.637  4.163  -1.753  -0.084
H  3.143  -0.050  -1.463  0.104
C  4.035  -4.057  1.030  -0.021
O  -0.989  1.257  1.777  0.006
C  0.782  -0.629  1.937  -0.189
H  -0.822  -2.042  1.522  0.136
C  -3.331  0.837  -1.605  -0.009
N  -2.474  0.136  0.384  0.065
H  0.668  2.580  3.045  0.097
C  -3.301  1.571  -2.797  -0.015
C  -0.475  -1.065  1.191  -0.024
C  -1.191  1.814  -0.955  -0.024
C  -2.214  2.387  -3.083  -0.079
H  1.477  3.393  1.693  0.068
C  -4.236  -0.112  -1.030  -0.079
H  5.770  -5.287  0.817  0.104
C  -5.504  -1.973  0.571  -0.093
H  -2.120  -0.260  2.371  0.167
O  1.683  0.303  -0.151  -0.127
C  -6.076  -1.567  -0.635  -0.090
C  -2.258  0.962  -0.694  -0.045
O  -5.332  1.100  -4.072  0.062
C  1.968  4.499  -2.926  -0.095
C  3.433  -5.627  3.232  -0.075
H  2.458  5.126  -3.656  0.099
C  4.582  -5.874  2.498  -0.085
C  -1.546  0.001  1.469  -0.239
H  4.253  -3.455  0.160  0.116
H  -6.017  -2.703  1.180  0.099
H  3.333  -0.948  0.060  0.074
H  5.239  -6.683  2.780  0.102
H  2.200  1.015  1.708  0.148
C  1.330  0.603  1.175  -0.189
C  0.564  2.911  2.015  0.037
H  3.643  4.524  -1.596  0.102
N  -3.691  2.500  -4.816  0.076
H  -7.023  -1.991  -0.935  0.098
C  4.881  -5.089  1.397  -0.073
H  2.617  3.105  0.091  0.096
H  -3.858  -1.791  1.935  0.102
C  -4.294  -1.465  1.003  -0.019
H  -5.884  -0.320  -2.381  0.098
H  -4.133  2.729  -5.690  0.149
H  3.689  0.799  0.006  0.091
C  1.936  -2.733  1.316  -0.436
C  2.592  -4.588  2.876  -0.039
C  2.594  -1.470  3.327  -0.025
H  -0.253  3.627  1.966  0.105
H  2.021  -1.665  4.238  0.100

=====

[4]
ORCA calculation (ωB97M-V/def2-TZVPD) on 2 unconnected molecules or ions with the total composition C4H9NO2.

## Properties
Largest force on an atom   0.49 eV/A
Orbital gap   0.3830 Ha
Calculated total energy   -362.9772 a.u.
Spin multiplicity   1
SMILES   [H]/N=C\COC.C=O
Highest occupied orbital energy   -0.3510 hartree
Energy above the lowest of the compared OMol25 structures with the same formula, charge and spin   68.0 kcal per mole

Last column: Löwdin charge in e.
CARTESIAN COORDINATES (ANGSTROEM)
H  0.360  -1.055  1.018  0.067
H  -3.444  0.461  0.130  0.091
H  -3.214  -0.045  1.828  0.092
O  -1.511  0.012  0.745  -0.205
O  3.444  -0.086  -1.531  -0.049
C  3.401  -1.052  -0.805  -0.204
C  -0.860  0.661  -0.311  -0.224
H  1.152  0.520  -1.249  0.100
C  0.536  0.113  -0.439  -0.187
H  -1.398  0.516  -1.264  0.132
H  2.981  -2.020  -1.135  0.076
H  -0.805  1.751  -0.140  0.132
H  3.814  -1.041  0.220  0.076
H  -2.728  1.595  1.312  0.092
N  1.045  -0.772  0.310  0.117
C  -2.787  0.539  1.009  -0.107

=====

[5]
ORCA calculation (ωB97M-V/def2-TZVPD) on a molecular structure, C20H38IO2P2Y.

## Properties
Largest force on an atom   5.41 eV/A
Orbital gap (spin up / spin down)   0.1699 / 0.2118 Ha
Calculated total energy   -1953.4634 a.u.
Spin multiplicity   1
Highest occupied orbital energy (spin up / spin down)   -0.5149 / -0.5163 hartree
Energy above the lowest of the compared OMol25 structures with the same formula, charge and spin   38.0 kcal per mole
Charge   +2

Last column: Löwdin charge in e.
CARTESIAN COORDINATES (ANGSTROEM)
C  -3.024  -0.457  1.256  -0.356
H  -3.955  -2.406  1.626  0.094
H  -1.686  3.936  -1.790  0.053
H  1.963  3.984  -0.062  -0.096
H  -1.085  -1.448  5.278  0.133
C  0.334  -1.501  3.730  -0.027
O  -2.569  1.226  -1.376  0.158
H  2.425  -3.119  3.524  0.093
C  0.691  -1.265  2.451  -0.077
H  -0.969  1.675  -4.184  -0.028
H  -0.928  -2.531  -0.249  0.030
H  2.421  5.095  -1.393  0.070
C  -0.258  0.849  -3.986  -0.260
H  2.987  3.388  -1.387  0.021
H  -2.893  -0.672  3.765  0.114
H  -5.073  -1.120  1.073  0.097
I  2.005  1.935  0.992  0.916
C  -0.830  -2.766  -1.314  -0.221
C  2.985  -0.511  3.209  -0.095
H  -2.876  -0.581  0.169  0.109
C  -3.435  0.991  1.552  -0.055
C  2.090  -2.320  -1.097  -0.254
H  -0.873  3.829  -0.221  0.042
H  2.444  -3.330  -1.328  0.072
C  2.690  -2.814  2.502  -0.048
H  2.747  -0.794  4.243  0.094
H  2.486  -1.086  1.188  0.067
C  -4.205  -1.340  1.707  -0.053
H  -3.631  1.101  2.628  0.095
P  0.601  -1.908  -2.062  0.737
H  2.271  -3.553  1.816  0.084
Y  0.810  0.686  -1.549  0.868
H  2.903  -1.606  -1.311  0.056
H  -4.352  1.232  0.999  0.099
H  1.698  3.636  -4.219  0.059
H  1.673  -1.945  -4.224  0.063
H  -1.731  -2.380  -1.804  0.056
H  0.482  0.938  -4.811  -0.010
C  0.860  -2.534  -3.746  -0.245
H  1.893  -2.265  -0.022  0.004
H  4.064  -0.638  3.067  0.101
H  -0.071  -2.383  -4.332  0.062
P  0.675  3.403  -2.052  0.707
C  2.204  -1.382  2.205  -0.402
H  -4.493  -1.127  2.752  0.087
H  -0.812  -3.860  -1.431  0.070
H  1.135  -3.606  -3.671  0.066
H  -0.653  5.283  -1.227  0.068
C  -1.763  -0.826  2.071  -0.064
H  -0.045  3.984  -4.297  0.055
C  -1.451  0.993  -1.537  -0.125
C  -1.915  -0.911  3.426  -0.005
H  2.743  0.552  3.083  -0.028
H  1.095  5.209  -3.627  0.065
H  -0.853  -0.046  -4.256  -0.032
C  2.150  4.062  -1.164  -0.377
C  -0.402  -0.754  1.612  -0.262
C  0.865  4.137  -3.706  -0.246
H  -2.649  1.699  1.273  0.072
O  -0.139  -0.211  0.479  -0.261
C  -0.908  -1.294  4.248  0.038
H  1.119  -1.854  4.327  0.101
C  -0.765  4.192  -1.251  -0.249
H  3.782  -2.873  2.436  0.099

=====

[6]
ORCA calculation (ωB97M-V/def2-TZVPD) on 2 unconnected molecules or ions with the total composition C8H18N2O.

## Properties
Largest force on an atom   1.14 eV/A
Orbital gap   0.3743 Ha
Calculated total energy   -500.3164 a.u.
Spin multiplicity   1
SMILES   [H]/N=C\N1C[C@@H]1C.CC(C)(C)O
Highest occupied orbital energy   -0.3462 hartree
Energy above the lowest of the compared OMol25 structures with the same formula, charge and spin   29.5 kcal per mole

Last column: Löwdin charge in e.
CARTESIAN COORDINATES (ANGSTROEM)
C  3.126  -0.896  1.219  -0.040
H  4.061  -1.144  1.713  0.081
H  -0.821  -1.541  0.175  0.076
H  -4.654  -1.428  0.386  0.109
H  5.224  -0.673  -0.665  0.087
H  -4.458  1.353  1.322  0.121
H  3.760  -1.331  -1.461  0.086
H  -3.136  -2.081  1.255  0.112
N  -3.831  1.928  -0.547  0.099
C  -1.323  -1.260  -0.750  -0.052
H  4.854  1.468  0.853  0.088
H  2.675  -1.819  0.838  0.085
C  -2.739  -0.809  -0.531  -0.344
C  -3.821  1.132  0.439  -0.312
H  3.713  2.179  -0.297  0.087
C  -3.590  -1.339  0.583  -0.073
H  -3.265  -0.540  -1.440  0.132
O  2.004  0.330  -0.543  -0.058
H  2.436  -0.491  1.972  0.083
H  -1.282  -2.110  -1.425  0.075
C  3.295  0.109  0.072  -0.675
H  4.312  0.311  -1.835  0.091
H  -3.193  1.625  -1.270  0.029
C  3.798  1.474  0.541  -0.051
H  -0.722  -0.440  -1.199  0.080
N  -3.024  0.008  0.628  -0.052
C  4.216  -0.434  -1.022  -0.043
H  1.478  0.735  0.165  0.089
H  3.202  1.884  1.382  0.088

=====

What is the calculated total energy in the fourth record?
-362.9772 a.u.

=====

Which value of largest force on an atom does entry 4 give?
0.49 eV/A